{"formula": "C2H12N4", "method": "ωB97M-V/def2-TZVPD", "elements": ["N", "C", "N", "H", "H", "H", "H", "H", "H", "N", "C", "N", "H", "H", "H", "H", "H", "H"], "coordinates": [[-1.213, 0.140, -0.972], [-1.781, 1.091, -2.094], [-1.296, 0.758, -3.416], [-1.468, -0.796, -1.207], [-0.210, 0.169, -1.126], [-2.925, 1.043, -2.056], [-1.530, 2.116, -2.046], [-0.294, 0.567, -3.707], [-1.717, 1.427, -4.137], [1.810, 0.132, 1.468], [1.483, -1.252, 1.954], [0.924, -1.290, 3.288], [2.437, 0.671, 2.144], [0.929, 0.536, 1.267], [0.684, -1.873, 1.392], [2.422, -1.761, 1.874], [0.178, -0.674, 3.339], [1.568, -1.004, 4.037]], "homo_lumo_gap_ev": 9.8, "e_tot_ha": -302.35093, "homo_ev": -8.762, "de_lowest_kj_mol": 133.2, "smiles": "NCN.NCN"}

=====

{"formula": "CH2ClN2O2", "method": "ωB97M-V/def2-TZVPD", "elements": ["C", "N", "N", "O", "O", "Cl", "H", "H"], "coordinates": [[-0.630, -0.587, -0.260], [-0.056, 0.498, -0.655], [0.566, 1.186, 0.231], [0.918, 0.640, 1.228], [0.779, 2.344, -0.054], [-1.171, -1.552, -1.630], [-1.203, -0.734, 0.657], [0.798, -1.794, 0.482]], "charge": -1, "homo_lumo_gap_ev": [6.9, 6.9], "e_tot_ha": -759.31763, "homo_ev": [-3.183, -3.178], "de_lowest_kj_mol": 370.6}

=====

{"formula": "C2H3ClIN", "method": "ωB97M-V/def2-TZVPD", "elements": ["C", "C", "N", "Cl", "I", "H", "H", "H"], "coordinates": [[2.164, -1.260, -0.003], [0.184, -0.071, -0.015], [0.937, -1.346, 0.096], [3.285, -2.477, -0.007], [3.455, 0.747, -0.045], [0.105, -0.054, -1.111], [0.783, 0.872, 0.345], [-0.784, -0.187, 0.639]], "homo_lumo_gap_ev": 9.0, "e_tot_ha": -890.59667, "homo_ev": -9.603, "de_lowest_kj_mol": 54.8}